Entry a
This record from the OMol25 dataset describes a single C8H16N2O3 molecule. The level of theory is ωB97M-V/def2-TZVPD.

Results
SMILES: CC(C)[C@H](N)C(=O)N[C@@H](C)C(=O)O
HOMO energy, eV: -9.28
Molar mass, u: 188.2

Bonds (Å) are listed after each position.
Element x y z (Å)
1 C 2.010 -1.223 1.226  C2 1.567, H14 1.096, H15 1.073, H16 1.068
2 C 2.024 0.047 0.309  C1 1.567, C3 1.508, C4 1.638, H17 1.103
3 C 3.286 0.819 0.600  C2 1.508, H18 1.098, H19 1.051, H20 1.082
4 C 0.729 0.983 0.672  C2 1.638, N5 1.442, C6 1.556, H21 1.088
5 N 0.635 1.321 2.071  C4 1.442, H22 1.048, H23 1.017
6 C -0.562 0.317 0.114  C4 1.556, O7 1.251, N8 1.375
7 O -1.402 -0.241 0.855  C6 1.251
8 N -0.908 0.425 -1.213  C6 1.375, C9 1.438, H24 1.029
9 C -2.112 -0.227 -1.650  N8 1.438, C10 1.538, C11 1.537, H25 1.081
10 C -2.061 -1.754 -1.827  C9 1.538, H26 1.161, H27 1.084, H28 1.120
11 C -3.333 0.208 -0.825  C9 1.537, O12 1.204, O13 1.305
12 O -4.216 -0.540 -0.495  C11 1.204
13 O -3.248 1.473 -0.514  C11 1.305, H29 0.936
14 H 2.384 -1.042 2.239  C1 1.096
15 H 2.582 -1.979 0.722  C1 1.073
16 H 0.994 -1.552 1.244  C1 1.068
17 H 2.051 -0.177 -0.771  C2 1.103
18 H 3.581 0.799 1.657  C3 1.098
19 H 3.185 1.832 0.337  C3 1.051
20 H 4.175 0.461 0.100  C3 1.082
21 H 0.921 1.910 0.136  C4 1.088
22 H 0.241 0.499 2.588  N5 1.048
23 H 1.545 1.548 2.464  N5 1.017
24 H -0.232 0.857 -1.857  N8 1.029
25 H -2.258 0.177 -2.643  C9 1.081
26 H -1.226 -2.217 -2.489  C10 1.161
27 H -2.990 -2.187 -2.181  C10 1.084
28 H -1.794 -2.248 -0.858  C10 1.120
29 H -4.001 1.710 -0.012  O13 0.936



Entry b
This record from the OMol25 dataset describes a single C8H16N2O3 molecule. The level of theory is ωB97M-V/def2-TZVPD.

Results
SMILES: CC(C)C[C@H](NC(=O)CN)C(=O)O
HOMO energy, eV: -9.39
Molar mass, u: 188.2

Bonds (Å) are listed after each position.
Element x y z (Å)
1 C 3.304 0.429 1.175  C2 1.584, H14 1.112, H15 1.014, H16 1.096
2 C 2.539 -0.612 0.259  C1 1.584, C3 1.496, C4 1.516, H17 1.222
3 C 3.388 -1.550 -0.540  C2 1.496, H18 1.070, H19 1.071, H20 1.155
4 C 1.653 0.224 -0.642  C2 1.516, C5 1.638, H21 1.108, H22 1.127
5 C 0.127 0.245 -0.046  C4 1.638, N6 1.433, C11 1.493, H23 1.164
6 N -0.723 -0.853 -0.401  C5 1.433, C7 1.390, H24 1.005
7 C -2.074 -1.083 -0.169  N6 1.390, O8 1.264, C9 1.558
8 O -2.512 -2.075 -0.818  C7 1.264
9 C -2.817 -0.254 0.922  C7 1.558, N10 1.579, H25 1.086, H26 1.120
10 N -1.661 0.128 1.928  C9 1.579, H27 1.089, H28 1.076
11 C -0.605 1.418 -0.609  C5 1.493, O12 1.194, O13 1.356
12 O -1.553 1.360 -1.333  C11 1.194
13 O 0.096 2.541 -0.314  C11 1.356, H29 1.021
14 H 3.869 -0.041 2.009  C1 1.112
15 H 3.979 1.009 0.688  C1 1.014
16 H 2.509 1.038 1.621  C1 1.096
17 H 1.674 -1.220 0.872  C2 1.222
18 H 3.826 -0.905 -1.274  C3 1.070
19 H 4.133 -2.060 0.035  C3 1.071
20 H 2.813 -2.402 -1.066  C3 1.155
21 H 1.970 1.261 -0.869  C4 1.108
22 H 1.494 -0.257 -1.649  C4 1.127
23 H 0.267 0.336 1.106  C5 1.164
24 H -0.373 -1.532 -1.054  N6 1.005
25 H -3.242 0.716 0.685  C9 1.086
26 H -3.491 -0.926 1.513  C9 1.120
27 H -1.254 -0.879 2.006  N10 1.089
28 H -2.147 0.280 2.876  N10 1.076
29 H -0.682 3.149 -0.572  O13 1.021



The most stable structure shown above is entry a; the least stable is entry b.